Run i
An isolated molecule of C3H9N3O, computed with ωB97M-V/def2-TZVPD.

Calculated values
SMILES string	CN(C)NC(N)=O
LUMO level	0.03039	Ha
spin multiplicity	1
net charge	0

Positions of all 16 atoms, in Å:
1 C 1.442 -0.657 -0.289
2 C 0.366 -0.241 1.832
3 C -1.162 0.943 -1.153
4 H 1.748 -1.625 0.113
5 H 2.240 0.102 -0.130
6 H 1.270 -0.714 -1.360
7 H -0.564 0.167 2.275
8 H 1.218 0.402 2.185
9 H 0.559 -1.253 2.212
10 H 0.408 1.697 -0.158
11 H -1.664 -1.023 -0.746
12 H -2.637 -0.162 -1.925
13 N 0.212 -0.279 0.394
14 N -0.282 0.941 -0.089
15 N -1.767 -0.269 -1.405
16 O -1.387 1.973 -1.755

---

Run ii
A structure of composition C3H9N3O, computed with ωB97M-V/def2-TZVPD.

Calculated values
LUMO level (alpha / beta)	-0.01645 / -0.03330	Ha
spin multiplicity	1
net charge	0

Positions of all 16 atoms, in Å:
1 C -1.436 1.915 -0.585
2 O -1.095 0.640 -1.059
3 N -1.020 -0.812 0.843
4 N -1.402 -1.821 0.385
5 H -2.383 -1.925 0.065
6 H -0.715 2.274 0.161
7 H -2.430 1.904 -0.119
8 H -1.441 2.634 -1.415
9 C 1.723 -1.357 -0.092
10 C 0.897 -0.215 0.440
11 N 1.284 0.722 1.189
12 H 2.281 0.699 1.424
13 H -0.043 0.308 -0.525
14 H 2.185 -1.068 -1.038
15 H 2.496 -1.666 0.616
16 H 1.100 -2.232 -0.290

---

Energies relative to the most stable structure are run i 0.000; run ii 5.838, reported in eV.

---

Run i
A structure of composition C3H9N3O, computed with ωB97M-V/def2-TZVPD.

Calculated values
LUMO level	0.02593	Ha
spin multiplicity	1
net charge	0

Positions of all 16 atoms, in Å:
1 C 1.438 0.158 1.307
2 C -0.377 1.706 0.876
3 N 0.523 0.707 0.312
4 N -0.230 -0.336 -0.268
5 C -0.111 -0.585 -1.570
6 N -1.149 -1.783 -1.547
7 O 0.468 -0.206 -2.550
8 H -1.109 -1.383 -0.353
9 H -0.728 -2.669 -1.808
10 H -1.965 -1.602 -2.124
11 H 0.911 -0.352 2.130
12 H 2.109 -0.552 0.826
13 H -1.021 1.295 1.670
14 H 0.215 2.523 1.291
15 H 2.036 0.970 1.724
16 H -1.010 2.108 0.084

---

Run ii
A structure of composition C3H9N3O, computed with ωB97M-V/def2-TZVPD.

Calculated values
LUMO level (alpha / beta)	0.03863 / 0.03863	Ha
spin multiplicity	1
net charge	0

Positions of all 16 atoms, in Å:
1 C -0.185 1.525 -1.488
2 C 0.693 0.759 -0.818
3 C 0.462 -0.494 -0.067
4 N 1.664 -1.122 0.504
5 N -0.451 0.045 1.575
6 N -0.454 -1.378 -0.642
7 O -1.769 0.342 0.955
8 H 0.153 2.469 -1.852
9 H -1.238 1.313 -1.466
10 H 1.577 1.250 -0.725
11 H 1.684 -1.963 1.127
12 H 2.363 -0.534 0.652
13 H -0.041 0.970 1.683
14 H -2.416 -0.035 1.553
15 H -0.652 -2.234 -0.165
16 H -1.391 -0.911 -0.828

---

Run iii
An isolated molecule of C3H9N3O, computed with ωB97M-V/def2-TZVPD.

Calculated values
SMILES string	NCNCC(N)=O
LUMO level	0.03107	Ha
spin multiplicity	1
net charge	0

Positions of all 16 atoms, in Å:
1 O 0.679 -0.375 -2.075
2 C -0.363 -0.306 -1.460
3 N -1.502 -1.034 -1.511
4 C -0.519 0.912 -0.471
5 N -0.625 0.453 0.923
6 C 0.541 -0.328 1.412
7 N 1.824 0.328 1.078
8 H -1.506 -2.045 -1.490
9 H -2.402 -0.655 -1.282
10 H -1.430 1.360 -0.821
11 H 0.327 1.580 -0.621
12 H -0.655 1.344 1.415
13 H 0.515 -1.346 1.003
14 H 0.631 -0.413 2.497
15 H 2.584 -0.334 1.163
16 H 1.901 0.859 0.239

---

Run iv
An isolated molecule of C3H9N3O, computed with ωB97M-V/def2-TZVPD.

Calculated values
SMILES string	C/C(=N\O)N(C)N
LUMO level (alpha / beta)	0.02897 / 0.02897	Ha
spin multiplicity	1
net charge	0

Positions of all 16 atoms, in Å:
1 C -0.907 -1.556 0.737
2 C 0.983 1.630 -0.705
3 N 1.309 -0.675 -0.054
4 C 0.516 0.353 -0.079
5 N -1.709 0.842 -0.576
6 O 2.051 -0.910 1.136
7 N -0.777 0.132 0.192
8 H 2.819 -1.411 0.838
9 H -1.950 0.343 -1.431
10 H -2.556 0.963 -0.030
11 H -1.187 -2.135 -0.140
12 H -0.115 -1.995 1.329
13 H -1.759 -1.385 1.391
14 H 0.923 1.562 -1.791
15 H 2.019 1.786 -0.414
16 H 0.343 2.455 -0.402

---

Energies relative to the most stable structure are run i 1.779; run ii 3.403; run iii 0.000; run iv 5.259, reported in eV.

---

Run i
An isolated molecule of C5H8S, computed with ωB97M-V/def2-TZVPD.

Calculated values
SMILES string	C/C=C/C(C)=S
LUMO level	-0.01183	Ha
spin multiplicity	1
net charge	0

Positions of all 14 atoms, in Å:
1 C 2.246 -0.725 0.015
2 C 0.845 -0.135 0.037
3 C -0.254 -0.821 -0.154
4 C -1.602 -0.160 -0.092
5 C -1.675 1.348 -0.063
6 H 2.924 -0.150 0.693
7 H 2.267 -1.700 0.425
8 H 2.750 -0.743 -0.994
9 H 0.750 0.864 0.364
10 H -0.308 -1.861 -0.360
11 H -1.389 1.527 0.988
12 H -0.934 1.863 -0.674
13 H -2.666 1.773 -0.230
14 S -2.955 -1.078 0.045

---

Run ii
An isolated molecule of C5H8S, computed with ωB97M-V/def2-TZVPD.

Calculated values
SMILES string	C[C@H]1C=CCS1
LUMO level	0.03730	Ha
spin multiplicity	1
net charge	0

Positions of all 14 atoms, in Å:
1 C 1.129 -0.821 -1.682
2 C 0.022 -0.825 -0.639
3 C -0.474 1.108 1.261
4 C 0.381 -0.092 1.678
5 C 0.487 -1.072 0.776
6 H 0.727 -1.026 -2.701
7 H 1.918 -1.549 -1.448
8 H 1.604 0.193 -1.696
9 H -0.707 -1.575 -0.941
10 H -1.509 1.284 1.757
11 H 0.164 2.044 1.452
12 H 0.740 -0.181 2.716
13 H 0.949 -2.012 1.042
14 S -0.822 0.815 -0.534

---

Energies relative to the most stable structure are run i 0.403; run ii 0.000, reported in eV.

---

Run i
A structure of composition C5H8S, computed with ωB97M-V/def2-TZVPD.

Calculated values
LUMO level	0.02827	Ha
spin multiplicity	1
net charge	0

Positions of all 14 atoms, in Å:
1 C -1.716 -0.390 -0.089
2 C -0.370 -0.071 0.507
3 C 0.513 -1.069 -0.039
4 C 1.752 1.026 -0.031
5 C 0.386 1.102 -0.038
6 H -1.817 -1.070 -1.318
7 H -2.254 -1.073 0.907
8 H -2.516 0.735 -0.497
9 H -0.358 0.203 1.624
10 H 0.660 -2.138 0.258
11 H 0.609 -0.835 -1.192
12 H 2.470 2.042 -0.085
13 H 0.305 2.223 -0.068
14 S 2.336 -0.684 0.060

---

Run ii
An isolated molecule of C5H8S, computed with ωB97M-V/def2-TZVPD.

Calculated values
SMILES string	C=CC/C=C\S
LUMO level	0.03312	Ha
spin multiplicity	1
net charge	0

Positions of all 14 atoms, in Å:
1 C 0.451 -0.711 0.583
2 C 1.793 -0.537 0.751
3 C -1.420 0.516 -0.577
4 C -1.953 0.945 0.570
5 C -0.231 -0.310 -0.677
6 S 2.635 0.491 -0.343
7 H -0.280 -1.269 1.139
8 H 2.402 -0.779 1.641
9 H -2.022 0.756 -1.524
10 H -1.376 0.835 1.383
11 H -2.852 1.537 0.686
12 H 0.500 0.042 -1.367
13 H -0.768 -1.186 -1.019
14 H 3.120 -0.329 -1.245

---

Energies relative to the most stable structure are run i 3.442; run ii 0.000, reported in eV.

---

Run i
An isolated molecule of C5H8S, computed with ωB97M-V/def2-TZVPD.

Calculated values
SMILES string	C=C1CCSC1
LUMO level	0.03617	Ha
spin multiplicity	1
net charge	0

Positions of all 14 atoms, in Å:
1 C 1.989 -0.414 -0.010
2 C 0.663 -0.291 -0.081
3 C -0.151 1.039 -0.340
4 C -1.490 0.928 0.218
5 C -0.329 -1.433 -0.011
6 H 2.589 0.450 -0.134
7 H 2.365 -1.373 0.140
8 H 0.438 1.736 0.243
9 H -0.082 1.324 -1.339
10 H -2.141 1.766 -0.069
11 H -1.398 0.910 1.372
12 H -0.297 -2.118 -0.824
13 H -0.129 -1.780 0.999
14 S -2.026 -0.744 -0.164

---

Run ii
An isolated molecule of C5H8S, computed with ωB97M-V/def2-TZVPD.

Calculated values
SMILES string	C#CC[C@@H](C)S
LUMO level	0.03274	Ha
spin multiplicity	1
net charge	0

Positions of all 14 atoms, in Å:
1 C 2.986 0.594 0.517
2 C 2.043 0.541 -0.208
3 C -0.572 -0.727 0.752
4 C 0.760 0.124 -1.116
5 C -0.592 0.175 -0.420
6 S -1.037 2.018 -0.016
7 H 3.811 1.117 0.912
8 H 0.234 -0.536 1.402
9 H -1.560 -0.683 1.307
10 H -0.570 -1.731 0.391
11 H 0.938 -0.895 -1.255
12 H 0.925 0.637 -2.051
13 H -1.251 0.001 -1.256
14 H -1.232 1.991 1.316

---

Energies relative to the most stable structure are run i 0.000; run ii 1.655, reported in eV.

---

Run i
An isolated molecule of C5H8S, computed with ωB97M-V/def2-TZVPD.

Calculated values
SMILES string	C=C=C[C@H](C)S
LUMO level	0.03102	Ha
spin multiplicity	1
net charge	0

Positions of all 14 atoms, in Å:
1 C -0.648 0.084 -0.407
2 C -1.777 -0.359 0.063
3 C 0.677 -0.199 0.383
4 C -2.840 -1.018 0.386
5 C 1.689 0.914 0.351
6 S 1.285 -1.735 -0.433
7 H -0.580 0.766 -1.143
8 H 0.465 -0.564 1.408
9 H -2.954 -1.787 -0.308
10 H -3.392 -0.627 1.256
11 H 0.245 -1.892 -1.424
12 H 1.293 1.811 0.905
13 H 1.786 1.234 -0.689
14 H 2.521 0.619 0.861

---

Run ii
An isolated molecule of C5H8S, computed with ωB97M-V/def2-TZVPD.

Calculated values
SMILES string	SC1CC=CC1
LUMO level	0.03808	Ha
spin multiplicity	1
net charge	0

Positions of all 14 atoms, in Å:
1 C -0.536 0.031 -0.687
2 C -0.625 0.843 0.602
3 C 0.854 0.893 0.991
4 C 1.522 -0.064 0.418
5 C 0.689 -0.870 -0.602
6 H -2.337 -1.552 -0.236
7 H -0.335 0.732 -1.526
8 H -1.348 0.385 1.277
9 H -1.023 1.852 0.437
10 H 1.202 1.583 1.869
11 H 2.579 -0.218 0.527
12 H 0.412 -1.808 -0.215
13 H 1.110 -1.117 -1.611
14 S -2.163 -0.691 -1.245

---

Run iii
An isolated molecule of C5H8S, computed with ωB97M-V/def2-TZVPD.

Calculated values
SMILES string	CC#CCSC
LUMO level	0.03497	Ha
spin multiplicity	1
net charge	0

Positions of all 14 atoms, in Å:
1 C 0.132 0.874 -2.176
2 C 1.132 1.334 0.383
3 C 0.236 0.229 0.881
4 C -0.442 -0.700 1.242
5 C -1.131 -1.946 1.660
6 H 0.084 -0.090 -1.633
7 H 0.918 0.869 -2.932
8 H -0.846 1.008 -2.661
9 H 1.215 1.934 1.269
10 H 2.147 1.062 -0.091
11 H -1.648 -2.398 0.755
12 H -1.856 -1.833 2.438
13 H -0.294 -2.604 1.873
14 S 0.354 2.260 -1.008

---

Energies relative to the most stable structure are run i 1.851; run ii 0.000; run iii 1.274, reported in eV.

---

Run i
An isolated molecule of C5H8S, computed with ωB97M-V/def2-TZVPD.

Calculated values
SMILES string	C#CC(C)(C)S
LUMO level	0.03012	Ha
spin multiplicity	1
net charge	0

Positions of all 14 atoms, in Å:
1 C 1.521 1.977 0.264
2 C 0.912 0.962 0.214
3 C -0.228 -1.166 1.172
4 C -0.193 -0.815 -1.296
5 C -0.313 -0.079 0.132
6 S -1.787 1.031 0.229
7 H 2.143 2.826 0.274
8 H 0.115 -0.586 2.090
9 H 0.657 -1.720 0.743
10 H -1.103 -1.709 1.416
11 H 0.715 -1.038 -1.726
12 H -0.748 -1.681 -1.292
13 H -0.573 -0.130 -1.987
14 H -1.120 2.128 -0.232

---

Run ii
An isolated molecule of C5H8S, computed with ωB97M-V/def2-TZVPD.

Calculated values
SMILES string	C=C=C[C@H](C)S
LUMO level	0.02033	Ha
spin multiplicity	1
net charge	0

Positions of all 14 atoms, in Å:
1 C 0.653 0.396 -0.643
2 C -0.001 -0.178 -1.651
3 C 0.659 0.042 0.874
4 C -0.680 -0.723 -2.605
5 C -0.740 -0.333 1.288
6 S 1.414 1.166 2.538
7 H 1.343 1.189 -0.912
8 H 1.361 -0.776 1.034
9 H -0.306 -1.566 -3.166
10 H -1.635 -0.315 -2.904
11 H 1.221 2.383 2.038
12 H -1.116 -1.072 0.578
13 H -1.393 0.535 1.241
14 H -0.782 -0.748 2.290

---

Energies relative to the most stable structure are run i 0.289; run ii 0.000, reported in eV.

---

Run i
A structure of composition C3H4INS, computed with ωB97M-V/def2-TZVPD.

Calculated values
LUMO level	-0.01731	Ha
spin multiplicity	1
net charge	0

Positions of all 10 atoms, in Å:
1 C 0.009 -1.057 -0.559
2 C 0.963 -0.317 -1.082
3 C -0.028 0.783 0.939
4 N -0.641 -0.448 0.533
5 S 1.264 1.230 -0.257
6 I -2.644 -0.039 0.075
7 H -0.432 -1.985 -0.724
8 H 1.721 -0.675 -1.871
9 H -0.694 1.660 0.992
10 H 0.482 0.849 1.954

---

Run ii
An isolated molecule of C3H4INS, computed with ωB97M-V/def2-TZVPD.

Calculated values
SMILES string	I[C@@H]1N=CCS1
LUMO level (alpha / beta)	-0.04854 / -0.04843	Ha
spin multiplicity	1
net charge	0

Positions of all 10 atoms, in Å:
1 C 0.634 0.944 -0.072
2 C 0.969 -0.268 -0.809
3 C -0.748 -0.411 1.098
4 N -0.260 0.849 0.837
5 S -0.015 -1.664 0.027
6 I -2.920 0.194 -0.258
7 H 0.927 1.891 -0.443
8 H 0.600 -0.526 -1.868
9 H 2.045 -0.432 -0.546
10 H -1.232 -0.578 2.033

---

Energies relative to the most stable structure are run i 0.064; run ii 0.000, reported in eV.